Record 1
13
Properties=species:S:1:pos:R:3:mulliken_charge:R:1 method="wB97M-V/def2-TZVPD" e_above_lowest_kj_mol=287.1 orbital_gap_ev=10.5881 e_lumo_ev=0.8212
Cl -2.4030 -1.6134 0.2500 -0.211
Cl -3.3132 0.8299 -0.6369 -0.185
O -1.9235 0.6659 1.4437 -0.319
C -0.4658 0.7533 1.6279 -0.403
C 0.3664 -0.7254 -0.9713 -1.399
C -1.9532 0.1265 0.1859 0.641
C -0.5291 0.3197 -0.3903 -0.218
H 1.3309 -0.4322 -1.1575 0.416
H -0.4132 1.2402 -0.8984 0.413
H 0.3027 -1.5179 -0.2441 0.360
H 0.0832 -0.9736 -1.8971 0.387
H 0.0054 1.7764 1.9074 0.245
H 0.1177 0.0443 2.1856 0.274

Record 2
16
Properties=species:S:1:pos:R:3:mulliken_charge:R:1 method="wB97M-V/def2-TZVPD" e_above_lowest_kj_mol=674.7 total_charge=+3 orbital_gap_ev="5.5447 / 5.5416" e_lumo_ev="-17.8862 / -17.8873"
Bi -0.4368 -0.8859 -1.5321 2.097
O 0.9387 -0.3375 0.2397 -0.053
O 0.8072 0.7426 -0.6028 -0.121
O -0.4920 -0.7498 0.6620 -0.173
C 0.7936 3.0924 -0.9311 -1.214
C -0.4831 -1.0553 1.9959 0.159
C -0.7024 -0.0561 2.8553 -0.489
C 0.7690 2.0153 0.1205 0.086
H 0.7443 4.0608 -0.4181 0.386
H -0.0715 3.0123 -1.6007 0.366
H 1.7190 3.0521 -1.5171 0.385
H -1.2373 0.8408 2.5389 0.317
H -0.1504 2.0229 0.7177 0.211
H -0.3881 -0.1743 3.8922 0.308
H -0.1018 -2.0440 2.2563 0.400
H 1.6552 2.0258 0.7641 0.335

Record 3
28
Properties=species:S:1:pos:R:3:mulliken_charge:R:1 method="wB97M-V/def2-TZVPD" e_above_lowest_kj_mol=380.1 orbital_gap_ev="6.7709 / 7.4106" e_lumo_ev="-1.5611 / -0.9017"
S -1.5342 3.0884 -0.2428 -0.201
P -0.2374 0.9404 -1.4337 0.168
O -0.2650 1.4489 1.2493 -0.484
N -0.5727 1.7850 0.1132 0.394
C -4.5176 -0.4678 0.4120 -0.437
C 2.3793 1.0709 -0.4032 -0.403
C 3.6921 0.1409 -0.1603 -0.529
C -2.4929 -0.6388 -0.7389 0.214
C -3.2261 -2.5063 0.2988 -0.237
C -2.1987 -1.9369 -0.4359 -0.431
C -3.4991 0.1640 -0.3469 -0.478
C 4.7163 0.9443 0.7099 -1.190
C 1.3094 0.1426 -0.7350 -1.093
C -4.3562 -1.8431 0.8036 -0.395
H 4.3085 0.7531 1.7466 0.300
H 1.1720 -0.4414 0.1743 0.468
H 4.6742 1.9779 0.4555 0.332
H -5.1105 -2.2045 1.5052 0.358
H 2.7303 1.5803 -1.3741 0.207
H -3.2776 -3.5525 0.5035 0.343
H -1.5768 -2.6340 -0.9488 0.388
H 2.2506 1.7910 0.4117 0.431
H 5.7215 0.7158 0.3872 0.351
H -5.3526 0.0051 0.9381 0.316
H 3.3328 -0.7843 0.3657 0.326
H 4.0840 -0.2527 -1.1094 0.400
H -3.6913 1.1842 -0.5937 0.381
H 1.5376 -0.4706 -1.5522 0.500

Record 4
15
Properties=species:S:1:pos:R:3:mulliken_charge:R:1 method="wB97M-V/def2-TZVPD" smiles=C1CO[C@@H]2C[C@@H]2O1 e_above_lowest_kj_mol=346.1 orbital_gap_ev=10.2609 e_lumo_ev=1.0599
O 0.7038 -0.7192 1.0253 -0.529
O -0.2252 0.9424 -1.1374 -0.425
C -1.0761 -0.0254 -0.5690 -0.105
C 1.6864 -0.3138 -0.3279 -0.357
C 1.0439 0.9999 -0.5273 -0.428
C -0.6002 -0.9263 0.5516 -0.043
C -1.6591 0.1260 0.8079 -0.611
H -1.7111 -0.4486 -1.3419 0.355
H -2.6933 -0.1808 0.9637 0.272
H 1.5074 -1.1250 -1.0187 0.273
H 2.7259 -0.2457 0.0219 0.280
H -1.3408 0.9784 1.3989 0.217
H -0.9200 -1.9722 0.5418 0.359
H 0.9314 1.0803 0.5679 0.338
H 1.6405 1.8032 -0.9516 0.403

Record 5
12
Properties=species:S:1:pos:R:3:mulliken_charge:R:1 method="wB97M-V/def2-TZVPD" e_above_lowest_kj_mol=425.0 total_charge=+1 orbital_gap_ev="7.5243 / 7.8424" e_lumo_ev="-5.8286 / -5.4430"
I 2.2390 -1.8249 -2.3086 0.357
S -1.3160 0.3985 -0.3013 0.166
N 1.2035 -0.6343 0.4609 -0.243
N 0.4956 -1.1036 -2.5371 -0.566
C -1.6222 1.1471 1.3882 -0.861
C 0.2040 -0.3178 -0.2165 0.480
H -1.7073 0.5206 2.2202 0.354
H 1.3843 -0.3244 1.4377 0.276
H 0.6192 -0.1666 -3.1349 0.325
H -2.6667 1.6999 1.2530 0.323
H -0.7551 1.9582 1.6112 0.305
H 1.9218 -1.3528 0.1274 0.083

Record 6
16
Properties=species:S:1:pos:R:3:mulliken_charge:R:1 method="wB97M-V/def2-TZVPD" total_charge=+1 orbital_gap_ev=9.3664 e_lumo_ev=-4.8482
Cl -0.5954 2.7245 -0.3040 0.094
S -2.0099 -0.8925 1.1738 0.067
P 1.4260 -0.0386 0.4362 1.197
O 1.0994 0.2391 1.8261 -0.563
O 2.4180 0.9827 -0.2490 -0.488
O 2.0488 -1.4660 0.1746 -0.507
N -0.9639 1.1171 0.0378 0.030
C -1.7816 0.7600 0.9826 0.099
C -1.0519 -1.2082 -0.3633 -0.611
C -0.1635 0.0209 -0.5569 -0.721
H -0.4862 -2.1263 -0.2237 0.393
H 0.0177 0.2402 -1.6103 0.528
H -2.2763 1.5028 1.5975 0.375
H 1.8975 -1.9171 -0.6604 0.343
H 2.1919 1.3923 -1.0890 0.346
H -1.7708 -1.3309 -1.1719 0.417

Record 7
19
Properties=species:S:1:pos:R:3:mulliken_charge:R:1 method="wB97M-V/def2-TZVPD" smiles=CC1C[C@@H]2C[C@H]2C1 e_above_lowest_kj_mol=613.3 orbital_gap_ev=9.5573 e_lumo_ev=1.1219
C 1.5907 1.4447 -1.4244 -0.666
C 0.7944 -0.2231 1.0040 -1.001
C 0.2309 1.0165 -0.8006 0.257
C 1.3819 0.2548 -0.3823 -0.123
C -1.8164 -0.6795 1.3227 -1.024
C -0.5981 -0.7803 0.4267 0.438
C -0.7430 -0.1177 -0.9473 -1.099
H 1.1382 0.7848 1.6894 0.188
H -0.2311 -1.7878 0.2712 0.295
H -0.5076 -0.9006 -1.6192 0.299
H -2.3969 0.3436 1.5559 0.242
H -1.1900 -1.1749 2.2713 0.252
H 2.0769 0.7297 -2.3100 0.178
H 1.9434 2.3671 -1.1956 0.359
H 1.1453 -1.0804 1.5005 0.484
H -0.1302 1.6912 -0.1250 0.247
H 1.7778 -0.5257 -1.1160 0.092
H -1.8543 0.1694 -1.1808 0.291
H -2.6118 -1.5318 1.0595 0.293

Record 8
44
Properties=species:S:1:pos:R:3:lowdin_spin:R:1 method="wB97M-V/def2-TZVPD" total_charge=+2 orbital_gap_ev="11.7056 / 11.6901" e_lumo_ev="-5.9730 / -5.9549" spin_multiplicity=6
Dy -0.0074 -0.0236 -0.3140 5.069
F -0.6596 -0.7850 4.2162 0.000
F 1.5034 -0.1045 3.9352 0.000
F -0.0247 0.0777 1.6925 -0.002
F -0.1739 1.4423 4.0521 0.000
N 0.1112 2.2010 -1.0565 -0.010
N -2.2225 -0.1273 -1.1203 -0.010
N -0.1865 -2.2489 -1.1206 -0.011
N 2.2169 0.0915 -1.0781 -0.010
C -2.0615 1.9582 0.3637 -0.004
C -2.8756 1.1470 -0.6611 0.000
C 1.5710 2.5025 -0.8557 0.000
C 2.8475 -1.1573 -0.5254 0.000
C 0.8923 -2.9451 -0.3269 0.000
C 1.9310 -2.0277 0.3635 -0.005
C -0.8840 2.8502 -0.1222 -0.001
C -1.6285 -2.5373 -0.8054 0.000
C 2.3717 1.3322 -0.2512 -0.004
C -2.3985 -1.3252 -0.2403 -0.005
B 0.2190 0.1830 4.0546 0.000
H -3.0482 1.7424 -1.5588 0.000
H -0.1402 2.4477 -2.0067 0.000
H 3.7411 -0.8831 0.0377 0.000
H -1.2872 3.7303 -0.6228 0.000
H -3.8523 0.9113 -0.2343 0.000
H -1.6981 -3.3620 -0.0955 0.000
H 3.4215 1.6195 -0.1618 0.000
H 2.5839 0.2798 -2.0055 0.000
H 1.6901 3.3805 -0.2199 0.000
H 2.0522 1.1195 0.7806 -0.002
H 1.4890 -1.4539 1.1904 -0.002
H 1.9932 2.7488 -1.8308 0.000
H -2.7635 2.6589 0.8195 0.000
H -2.0587 -1.0838 0.7800 -0.002
H 2.5975 -2.7030 0.9041 0.000
H 1.4200 -3.6200 -1.0008 0.000
H 3.1696 -1.7481 -1.3837 0.000
H 0.4118 -3.5592 0.4351 0.000
H -1.7621 1.3339 1.2125 -0.002
H -0.0333 -2.4452 -2.1024 0.000
H -3.4525 -1.5854 -0.1206 0.000
H -0.3376 3.1950 0.7565 0.000
H -2.1149 -2.8622 -1.7258 0.000
H -2.5625 -0.3651 -2.0471 0.000

Record 9
12
Properties=species:S:1:pos:R:3:lowdin_spin:R:1 method="wB97M-V/def2-TZVPD" e_above_lowest_kj_mol=285.3 total_charge=+2 orbital_gap_ev="4.8900 / 7.7627" e_lumo_ev="-10.9295 / -12.0444" spin_multiplicity=7
Ru 3.1393 1.2454 1.6185 3.760
O 0.2399 0.8494 -0.6798 0.176
O 2.0745 0.1973 0.3995 0.306
O 0.5476 -1.5171 -1.0993 0.558
O -0.3502 0.2254 1.4438 0.252
C -1.4312 0.4923 0.7713 0.082
C 0.9123 -0.0058 0.0746 0.455
C -1.1308 0.4728 -0.6233 0.379
H 0.8200 -2.2572 -0.5452 0.006
H -1.7237 1.0617 -1.3225 0.016
H -2.4108 0.2030 1.1703 0.008
H -0.6869 -0.9672 -1.2079 0.003